Version w
DFT (ωB97M-V with the def2-TZVPD basis set) results for C4H4N4 in the gas phase.

Each atom is followed by the atoms it is bonded to, with distances in Å.
Element x y z (Å)
1 C 0.409 -0.636 2.207  C2 1.336, H9 1.289, H10 1.223
2 C 0.291 -0.748 0.881  C1 1.336, C3 1.429, H11 1.047
3 C 0.006 0.185 -0.164  C2 1.429, C4 1.355, N8 1.426
4 C 0.166 -0.051 -1.489  C3 1.355, N5 1.294, H12 1.320
5 N -0.142 0.685 -2.508  C4 1.294, N6 1.369
6 N -0.586 1.928 -2.147  N5 1.369, N7 1.302
7 N -1.158 1.910 -0.978  N6 1.302, N8 1.295
8 N -1.043 1.127 0.047  C3 1.426, N7 1.295
9 H -0.233 0.089 3.057  C1 1.289
10 H 0.919 -1.733 2.389  C1 1.223
11 H 0.983 -1.445 0.517  C2 1.047
12 H 0.388 -1.311 -1.811  C4 1.320

* HOMO level: -9.5 eV
* LUMO: -1.5 eV
* frontier orbital gap: 8.04 eV
* SMILES: C=Cc1cnnnn1

These are the natural (NBO) partial charges, in e, on atoms 1 to 6: -0.309 -0.285 0.099 0.013 -0.223 0.011

---

Version x
DFT (ωB97M-V with the def2-TZVPD basis set) results for C4H4N4 in the gas phase.

Each atom is followed by the atoms it is bonded to, with distances in Å.
Element x y z (Å)
1 H 1.921 -0.490 -2.006  N2 1.047
2 N 2.006 -0.680 -0.980  H1 1.047, C3 1.267
3 C 0.947 -0.329 -0.379  N2 1.267, C4 1.527, N9 1.367
4 C 0.716 -0.533 1.117  C3 1.527, N5 1.437, H10 1.107, H11 1.099
5 N -0.582 0.000 1.427  C4 1.437, C6 1.277
6 C -1.031 0.404 0.301  N5 1.277, C7 1.442, N9 1.386
7 C -2.311 1.033 0.087  C6 1.442, N8 1.150
8 N -3.342 1.520 -0.055  C7 1.150
9 N -0.194 0.296 -0.798  C3 1.367, C6 1.386, H12 1.026
10 H 1.523 0.034 1.621  C4 1.107
11 H 0.900 -1.571 1.424  C4 1.099
12 H -0.553 0.316 -1.759  N9 1.026

* HOMO level: -9.8 eV
* LUMO: 0.0 eV
* frontier orbital gap: 9.80 eV
* SMILES: [H]/N=C1/CN=C(C#N)N1

These are the natural (NBO) partial charges, in e, on atoms 1 to 6: 0.333 -0.662 0.421 -0.333 -0.355 0.298

---

Q: What are the energies relative to the best structure? A: version w 6.020; version x 0.000, in eV.

---

Version w
DFT (ωB97M-V with the def2-TZVPD basis set) results for C4H4N4 in the gas phase.

Each atom is followed by the atoms it is bonded to, with distances in Å.
Element x y z (Å)
1 C -1.537 1.419 -1.963  C2 1.186, H9 1.133
2 C -0.953 1.008 -1.017  C1 1.186, C3 1.413
3 C -0.024 0.573 -0.045  C2 1.413, N4 1.254, N7 1.438
4 N 0.371 1.182 0.978  C3 1.254, N5 1.319
5 N 0.865 0.264 1.786  N4 1.319, C6 1.308
6 C 0.934 -0.922 1.239  N5 1.308, N7 1.342, H10 1.130
7 N 0.276 -0.829 0.073  C3 1.438, C6 1.342, N8 1.317
8 N 0.038 -1.833 -0.746  N7 1.317, H11 1.048, H12 0.997
9 H -2.050 1.603 -2.957  C1 1.133
10 H 1.433 -1.884 1.558  C6 1.130
11 H 0.163 -1.503 -1.733  N8 1.048
12 H -0.903 -2.159 -0.785  N8 0.997

* HOMO level: -9.3 eV
* LUMO: 0.7 eV
* frontier orbital gap: 10.02 eV
* SMILES: C#Cc1nncn1N

These are the natural (NBO) partial charges, in e, on atoms 1 to 6: -0.163 -0.091 0.207 -0.215 -0.306 0.168

---

Version x
DFT (ωB97M-V with the def2-TZVPD basis set) results for C4H4N4 in the gas phase.

Each atom is followed by the atoms it is bonded to, with distances in Å.
Element x y z (Å)
1 N -3.086 -0.776 -0.058  C2 1.238
2 C -2.447 0.270 0.117  N1 1.238, C3 1.540
3 C -1.311 1.308 0.185  C2 1.540, C4 1.391, H9 1.086
4 C -0.208 0.486 -0.022  C3 1.391, N5 1.477, N8 1.321
5 N 1.045 1.250 -0.191  C4 1.477, C6 1.382
6 C 1.866 0.186 0.132  N5 1.382, N7 1.322, H10 1.207
7 N 1.363 -1.033 0.030  C6 1.322, N8 1.401, H11 0.921
8 N -0.016 -0.819 -0.091  C4 1.321, N7 1.401, H12 1.132
9 H -1.317 2.323 -0.201  C3 1.086
10 H 3.064 0.234 -0.013  C6 1.207
11 H 1.653 -1.717 0.575  N7 0.921
12 H -0.604 -1.712 -0.463  N8 1.132

* HOMO level: -8.2 eV
* LUMO: 0.4 eV
* frontier orbital gap: 8.60 eV
* SMILES: N#C/C=C1/N=CNN1

These are the natural (NBO) partial charges, in e, on atoms 1 to 6: -0.442 0.274 -0.478 0.341 -0.422 0.221

---

Q: What are the energies relative to the best structure? A: version w 0.000; version x 0.137, in eV.

---

Version w
DFT (ωB97M-V with the def2-TZVPD basis set) results for 2 unconnected molecules or ions with the total composition C6H12NOS.

Each atom is followed by the atoms it is bonded to, with distances in Å.
Element x y z (Å)
1 C 0.473 -1.449 -0.999  C3 1.493, N7 1.515, H10 1.015, H11 0.996
2 C 0.166 -0.785 1.426  C4 1.606, N7 1.453, H12 1.050, H13 1.077
3 C 0.075 -0.662 -2.203  C1 1.493, O8 1.431, H14 1.184, H15 1.102
4 C -1.361 -1.276 1.350  C2 1.606, S9 1.855, H16 1.108, H17 1.033
5 C -0.552 0.593 -0.375  N7 1.485, O8 1.380, S9 1.806
6 C -0.102 3.430 0.212  H18 1.095, H19 1.070, H20 1.106
7 N 0.483 -0.374 0.069  C1 1.515, C2 1.453, C5 1.485, H21 1.024
8 O -0.374 0.617 -1.743  C3 1.431, C5 1.380
9 S -2.132 0.064 0.324  C4 1.855, C5 1.806
10 H -0.231 -2.101 -0.669  C1 1.015
11 H 1.405 -1.796 -1.055  C1 0.996
12 H 0.209 0.131 1.939  C2 1.050
13 H 0.779 -1.558 1.858  C2 1.077
14 H 1.076 -0.400 -2.779  C3 1.184
15 H -0.673 -1.152 -2.846  C3 1.102
16 H -1.567 -2.195 0.767  C4 1.108
17 H -1.762 -1.217 2.300  C4 1.033
18 H -0.092 3.371 1.305  C6 1.095
19 H -0.809 2.896 -0.388  C6 1.070
20 H 0.735 3.804 -0.405  C6 1.106
21 H 1.359 0.156 0.095  N7 1.024

* HOMO level: -11.5 eV
* net charge: +1
* LUMO: -5.5 eV
* frontier orbital gap: 6.02 eV

These are the natural (NBO) partial charges, in e, on atoms 1 to 6: -0.234 -0.225 -0.108 -0.511 0.147 -0.308

---

Version x
DFT (ωB97M-V with the def2-TZVPD basis set) results for a gas-phase ion, C6H12NOS (charge +1).

Each atom is followed by the atoms it is bonded to, with distances in Å.
Element x y z (Å)
1 C -1.241 2.239 -0.516  N7 1.224, O8 1.369, H10 1.104
2 C 2.908 -0.153 -0.167  C4 1.548, H11 1.011, H12 1.068, H13 1.119
3 C -2.773 -0.590 0.476  C6 1.573, H14 1.096, H15 1.149, H16 1.183
4 C 1.798 0.805 -0.665  C2 1.548, S9 1.823, H17 1.212, H18 1.078
5 C -0.225 0.002 0.990  C6 1.742, S9 1.771, H19 1.075, H20 1.118
6 C -1.468 -0.069 -0.229  C3 1.573, C5 1.742, N7 1.405, H21 1.120
7 N -1.844 1.193 -0.721  C1 1.224, C6 1.405
8 O -0.069 2.434 0.164  C1 1.369, S9 1.571
9 S 0.887 1.368 0.810  C4 1.823, C5 1.771, O8 1.571
10 H -1.565 3.209 -0.931  C1 1.104
11 H 3.421 0.349 0.545  C2 1.011
12 H 2.392 -0.921 0.367  C2 1.068
13 H 3.600 -0.517 -0.967  C2 1.119
14 H -3.275 0.204 1.041  C3 1.096
15 H -2.638 -1.566 1.068  C3 1.149
16 H -3.712 -0.714 -0.232  C3 1.183
17 H 0.982 0.204 -1.329  C4 1.212
18 H 2.260 1.598 -1.229  C4 1.078
19 H 0.265 -0.954 0.950  C5 1.075
20 H -0.768 0.032 1.966  C5 1.118
21 H -0.984 -0.741 -0.983  C6 1.120

* HOMO level: -14.2 eV
* net charge: +1
* LUMO: -4.1 eV
* frontier orbital gap: 10.13 eV

These are the natural (NBO) partial charges, in e, on atoms 1 to 6: 0.406 -0.614 -0.656 -0.569 -0.703 -0.021

---

Q: What are the energies relative to the best structure? A: version w 2.901; version x 0.000, in eV.